# 1
Formula: C9H15LaN3O4
Source: the OMol25 dataset
Level of theory: wB97M-V/def2-TZVPD

Last column: Löwdin charge in e.
Positions of all 32 atoms, in Å:
1 La 0.20989 0.61626 0.30131  1.788
2 C 0.31015 -1.53806 1.57836  -0.078
3 O 0.30057 -2.62410 1.96461  0.254
4 C -1.15193 -1.50540 -0.85065  -0.046
5 O -1.67464 -2.46112 -1.19654  0.244
6 C 1.54292 -1.10819 -0.93982  -0.070
7 O 2.02674 -2.05266 -1.41567  0.230
8 C -1.90955 0.00666 1.28977  -0.112
9 O -2.88568 -0.46032 1.70930  0.248
10 H -0.72297 2.74249 -3.15013  0.041
11 H -1.11518 2.09880 -3.13824  0.019
12 C 4.67738 2.44148 0.82036  -0.014
13 N 3.70038 3.34043 1.41317  -0.096
14 C 4.17502 4.47164 2.20682  0.004
15 C 2.44111 2.87449 1.39994  -0.389
16 N 2.22410 1.62049 0.95155  -0.121
17 N 1.37347 3.59619 1.81900  -0.123
18 C 1.38927 5.03915 2.00073  -0.018
19 C 0.03452 3.00188 1.94313  -0.091
20 H 5.64950 2.91546 0.86687  0.116
21 H 4.41857 2.25372 -0.23506  0.115
22 H 4.71942 1.49513 1.38607  0.119
23 H 4.01756 5.42630 1.68699  0.106
24 H 3.64330 4.55240 3.16931  0.106
25 H 5.25268 4.33455 2.37187  0.118
26 H 3.08343 1.22006 0.55668  0.035
27 H 0.35665 5.40378 1.88876  0.113
28 H 1.73265 5.31256 3.01756  0.117
29 H 1.98730 5.57631 1.24731  0.115
30 H -0.53565 3.07610 0.98962  0.086
31 H 0.11843 1.98162 2.35006  0.048
32 H -0.51594 3.59956 2.67821  0.137

Its maximum force is 9.33 eV/Å. The calculation puts the total energy at -847.5852 hartree. The value obtained for the HOMO energy is -18.97 eV. As for the net charge: +3.

=====

# 2
Formula: C12H19N6O14P2W
Source: the OMol25 dataset
Level of theory: wB97M-V/def2-TZVPD

Last column: Löwdin charge in e.
Positions of all 54 atoms, in Å:
1 W 0.28335 0.36834 -0.77823  2.050
2 C 2.72965 -1.33633 0.40263  -0.096
3 C 3.25598 -0.11941 -0.32262  -0.115
4 N 2.38711 0.07060 -1.52972  -0.129
5 C 2.65975 -0.95868 -2.59180  -0.096
6 C 1.34447 -1.40324 -3.18410  -0.123
7 N 0.37877 -1.51955 -2.04915  -0.135
8 C 0.58882 -2.79922 -1.27663  -0.095
9 C 0.54945 -2.53961 0.21661  -0.122
10 N 1.22574 -1.23775 0.46995  -0.116
11 H 2.99814 -2.26151 -0.10208  0.128
12 H 3.12232 -1.38975 1.41774  0.158
13 H 3.18161 0.77627 0.29341  0.134
14 H 4.29710 -0.23822 -0.62483  0.159
15 H 2.61234 0.98523 -1.91847  0.140
16 H 3.31261 -0.52565 -3.34845  0.159
17 H 3.20048 -1.78604 -2.13879  0.126
18 H 0.95247 -0.68495 -3.89589  0.126
19 H 1.43499 -2.36615 -3.68792  0.157
20 H -0.55728 -1.54373 -2.45040  0.138
21 H -0.16485 -3.52787 -1.57075  0.158
22 H 1.55478 -3.20419 -1.57109  0.129
23 H -0.46739 -2.47870 0.59625  0.126
24 H 1.05969 -3.33424 0.76281  0.159
25 H 1.01897 -0.93272 1.43553  0.094
26 O -1.93628 2.48155 -3.45524  0.056
27 P -0.91738 2.22097 -2.36130  0.343
28 O -1.39172 1.78723 -0.98313  -0.264
29 O -0.05405 0.93827 -2.67221  -0.317
30 O 0.05722 3.44131 -2.19310  -0.159
31 P 0.88894 3.59082 -0.76846  0.394
32 O 2.27039 4.07651 -1.26654  -0.015
33 O 0.16712 4.21195 0.30819  -0.129
34 O 1.19746 1.98799 -0.57055  -0.406
35 H -2.12172 3.35713 -3.83972  0.170
36 H 2.57077 4.95698 -0.98009  0.153
37 O -4.62477 0.00757 5.37563  0.160
38 N -4.80309 -0.11525 4.19246  -0.337
39 O -5.83104 -0.34255 3.60639  0.149
40 C -3.58876 0.01396 3.33783  -0.058
41 C -3.72434 -0.13746 1.98304  0.156
42 C -2.56566 -0.00319 1.20927  -0.050
43 C -1.32062 0.32969 1.76973  -0.176
44 O -0.28933 0.69211 1.02243  -0.195
45 C -1.23453 0.35175 3.15677  -0.012
46 C -2.35844 0.23400 3.94952  0.172
47 N 0.10036 0.46691 3.77129  -0.298
48 O 0.20388 1.05990 4.79762  0.224
49 O 1.01238 -0.10640 3.16848  0.065
50 N -2.61520 -0.31405 -0.16301  -0.194
51 O -3.59892 -0.41732 -0.78928  0.305
52 O -1.46784 -0.70432 -0.74281  -0.183
53 H -4.68963 -0.37773 1.55121  0.163
54 H -2.29424 0.29872 5.03156  0.167

Its maximum force is 0.78 eV/Å. The calculation puts the total energy at -2599.3931 hartree. The value obtained for the HOMO energy is -18.89 eV. As for the net charge: +3. For the relative energy (zero: lowest compared OMol25 entry of this formula, charge and spin), the calculation gives 0.1859 eV.

=====

# 3
Formula: C4H9O3
Source: the OMol25 dataset
Level of theory: wB97M-V/def2-TZVPD

Last column: Löwdin charge in e.
Positions of all 16 atoms, in Å:
1 C -0.07991 2.87532 1.38579  -0.038
2 C 0.09345 1.41579 0.97392  -0.819
3 O -0.70212 1.07826 0.07693  -0.079
4 O 0.99646 0.77458 1.44586  -0.021
5 H -0.61246 2.92313 2.22088  0.000
6 H -0.79672 3.22498 0.59815  0.072
7 H 0.83274 3.51035 1.24954  0.081
8 C -0.59316 -1.92734 -1.39438  -0.402
9 C 0.23166 -2.99370 -0.59671  -0.117
10 O 0.15708 -0.82926 -1.72932  -0.152
11 H -1.12218 -2.32258 -2.22658  0.086
12 H -1.23371 -1.66412 -0.61977  0.067
13 H -0.45718 -3.78156 -0.04850  0.081
14 H -0.03487 -0.18944 -0.84347  0.117
15 H 0.90253 -2.55204 0.25178  0.093
16 H 0.99824 -3.55772 -1.14139  0.032

Its maximum force is 5.42 eV/Å. The calculation puts the total energy at -383.5487 hartree. The value obtained for the HOMO energy is -4.52 eV. As for the net charge: -1. For the relative energy (zero: lowest compared OMol25 entry of this formula, charge and spin), the calculation gives 1.5729 eV.

=====

# 4
Formula: C3H7N3OS
Source: the OMol25 dataset
Level of theory: wB97M-V/def2-TZVPD

Last column: Löwdin charge in e.
Positions of all 15 atoms, in Å:
1 C -0.00689 0.56461 -0.66477  -0.395
2 C 0.48254 -0.04478 0.59355  -0.320
3 C -0.53019 -0.37024 1.65081  -0.065
4 H -0.78454 -2.54319 -1.12957  -0.149
5 H -1.06077 0.13403 -2.37009  0.058
6 H 0.93169 3.35188 -0.77367  0.091
7 H 1.36132 0.50241 1.00706  0.154
8 H -1.61173 -0.53106 1.39875  0.120
9 H -0.32544 -0.16429 2.71205  0.104
10 H 1.08111 -1.71744 1.44331  0.083
11 N -0.65926 -0.30461 -1.57036  -0.363
12 N 0.04488 1.76182 -1.08138  0.029
13 N 0.31253 -1.38777 0.93130  -0.012
14 O 0.75992 2.58966 -0.20139  -0.076
15 S 0.00484 -1.84103 -1.94561  0.741

Its maximum force is 3.44 eV/Å. The SMILES is O/N=C(/NS)[C@H]1CN1. The calculation puts the total energy at -756.0806 hartree. The value obtained for the HOMO energy is -8.55 eV. For the relative energy (zero: lowest compared OMol25 entry of this formula, charge and spin), the calculation gives 4.1833 eV.

=====

# 5
Formula: C38H34BrCeN3O7Te
Source: the OMol25 dataset
Level of theory: wB97M-V/def2-TZVPD

Last column: Mulliken spin population.
Positions of all 85 atoms, in Å:
1 Ce 5.76699 -20.51878 -0.14144  -0.007
2 O 4.36747 -19.47286 1.35050  -0.001
3 C 4.44391 -18.63373 2.29568  -0.001
4 C 5.57642 -17.84949 2.51519  0.001
5 C 5.42148 -16.74347 3.36370  0.000
6 C 6.45663 -15.81520 3.49296  0.000
7 C 7.63121 -15.99868 2.78582  0.000
8 C 7.80147 -17.12798 2.01637  0.000
9 C 6.82718 -18.06101 1.89514  0.000
10 O 7.02571 -19.21788 1.29945  0.000
11 N 6.22755 -14.69275 4.33245  0.000
12 O 7.07273 -13.73886 4.27617  0.000
13 O 5.21857 -14.66440 5.09230  0.000
14 H 3.58505 -18.56336 3.00676  0.000
15 H 4.48043 -16.53523 3.91811  0.000
16 H 8.45648 -15.30969 2.87390  0.000
17 H 8.72085 -17.18093 1.45588  0.000
18 C 3.81986 -26.44316 10.20864  0.000
19 C 3.81859 -25.65425 8.90753  0.019
20 C 2.64692 -25.42590 8.20500  -0.010
21 C 2.69450 -24.80701 6.91328  -0.066
22 C 1.42930 -24.72955 6.11546  0.060
23 C 3.95015 -24.29432 6.39013  0.016
24 Te 3.97590 -23.18599 4.49629  0.945
25 N 5.56146 -22.28102 1.12928  0.015
26 C 6.47622 -22.88907 0.41857  -0.003
27 O 6.91132 -22.47690 -0.73110  0.001
28 C 7.41761 -23.98285 1.07047  0.028
29 C 8.38518 -24.65660 0.31465  0.000
30 C 9.44784 -25.35837 0.92603  0.001
31 C 9.55406 -25.32131 2.29899  0.001
32 C 8.50021 -24.81676 3.03370  0.012
33 C 7.36371 -24.28963 2.43827  -0.136
34 C 3.10963 -24.64716 2.97835  0.060
35 C 2.00403 -24.19429 2.20532  -0.004
36 C 1.39647 -22.84824 2.31486  0.055
37 C 1.38973 -25.12294 1.38167  -0.004
38 C 1.87669 -26.40763 1.26325  0.025
39 C 1.19131 -27.44772 0.44525  -0.001
40 C 3.01282 -26.79189 1.97259  -0.016
41 C 3.63353 -25.94175 2.89986  -0.114
42 C 4.77502 -26.43387 3.73973  0.102
43 C 5.12124 -24.57536 7.10294  -0.014
44 C 6.48503 -24.14759 6.62782  0.014
45 C 5.05422 -25.24268 8.33911  0.000
46 H 3.46479 -27.45980 9.97469  0.002
47 H 3.10769 -25.96786 10.88014  0.001
48 H 4.78982 -26.45800 10.63874  0.000
49 H 1.67859 -25.69053 8.59919  0.001
50 H 0.62721 -25.09725 6.79952  0.002
51 H 1.37452 -25.32346 5.16551  -0.006
52 H 1.19550 -23.67805 5.90851  -0.008
53 H 8.28397 -24.59847 -0.80653  0.000
54 H 10.08941 -25.90057 0.31211  0.000
55 H 10.43221 -25.73022 2.82732  0.000
56 H 8.50451 -24.94928 4.12225  0.002
57 H 6.51222 -23.96749 3.05171  0.070
58 H 2.05149 -22.01663 2.19502  -0.013
59 H 1.05745 -22.67508 3.35289  -0.006
60 H 0.53115 -22.69785 1.66675  0.001
61 H 0.53943 -24.86280 0.83617  0.000
62 H 1.69487 -28.40316 0.54171  0.000
63 H 1.23222 -27.12384 -0.63614  0.003
64 H 0.09197 -27.58762 0.74303  0.002
65 H 3.39793 -27.82817 1.89112  -0.001
66 H 5.02030 -27.48874 3.46529  0.001
67 H 4.45693 -26.39261 4.77866  -0.011
68 H 5.68724 -25.86860 3.59351  -0.032
69 H 6.69044 -24.49392 5.56460  0.011
70 H 7.20624 -24.59660 7.31408  0.002
71 H 6.57414 -23.05047 6.65465  0.001
72 H 5.98858 -25.50099 8.86810  0.000
73 Br 1.86030 -16.24714 -5.01195  0.000
74 C 3.62053 -16.86345 -4.76990  0.000
75 C 4.63909 -16.42110 -5.65725  0.000
76 N 5.87686 -16.79228 -5.47964  0.000
77 C 6.15908 -17.64850 -4.46990  0.000
78 C 5.19571 -18.26764 -3.67098  0.000
79 C 3.91388 -17.76480 -3.81702  0.000
80 C 5.45832 -19.07382 -2.36863  0.000
81 O 6.64190 -19.16876 -1.87563  0.001
82 O 4.44260 -19.53059 -1.75077  0.000
83 H 4.47554 -15.72844 -6.45501  0.000
84 H 7.20668 -17.84304 -4.30122  0.000
85 H 3.13682 -18.21420 -3.19018  0.000

The spin multiplicity is 2. Its maximum force is 4.35 eV/Å. The calculation puts the total energy at -5476.2334 hartree. The value obtained for the HOMO energy (alpha / beta) is -11.19 / -11.18 eV. As for the net charge: +1. The expectation value of S² is 0.757.